# 1
The following is a DFT calculation (wB97M-V/def2-TZVPD) of C25H47Br2MnNO3Si2 as an isolated structure in a non-equilibrium geometry.

Element x y z (Å)
O1 2.9364 1.2996 -2.1170
O2 4.5695 0.5101 -0.7439
C1 2.1565 0.3288 -2.8959
C2 0.7419 0.7537 -3.1611
H1 2.1927 -0.6171 -2.3432
H2 2.7277 0.1859 -3.8200
H3 0.1881 1.0359 -2.2588
H4 0.2017 -0.0806 -3.6158
H5 0.7112 1.5783 -3.8755
C3 2.4273 2.6724 -1.8840
C4 3.5924 3.6037 -1.7011
H6 1.7610 2.6438 -1.0089
H7 1.8434 2.9487 -2.7678
H8 4.2666 3.3073 -0.8896
H9 3.2044 4.6042 -1.4836
H10 4.1678 3.6742 -2.6310
C5 4.1931 0.3629 0.6611
C6 5.2341 -0.6491 -1.3484
C7 3.7620 1.6864 1.2206
H11 5.0879 0.0052 1.1810
H12 3.4058 -0.4009 0.7554
H13 4.4882 2.4785 1.0114
H14 3.6959 1.5942 2.3082
H15 2.7743 1.9924 0.8598
C8 6.3221 -0.1656 -2.2664
H16 4.4754 -1.2233 -1.8945
H17 5.6379 -1.2653 -0.5384
H18 5.9255 0.4650 -3.0679
H19 6.8299 -1.0178 -2.7216
H20 7.0681 0.4094 -1.7110
H21 3.7419 0.9237 -1.4322
Mn1 -1.4757 -0.7825 0.9579
C9 0.2363 -0.9434 1.6052
Si1 0.6635 -2.7492 1.2526
H22 0.2063 -0.6969 2.6837
H23 0.8997 -0.1979 1.1134
C10 0.8998 -3.0759 -0.5826
C11 -0.6372 -3.8846 1.9824
C12 2.3265 -3.0898 2.0759
C13 -2.4112 -1.5896 -0.7076
Si2 -4.2335 -1.8138 -0.2952
H24 -1.9269 -2.5382 -1.0019
H25 -2.2354 -0.8625 -1.5277
C14 -4.3439 -3.1863 0.9821
C15 -5.1753 -2.3142 -1.8483
C16 -5.0312 -0.2556 0.3872
H26 2.4104 -4.1543 2.3382
H27 2.4264 -2.5011 2.9986
H28 3.1675 -2.8333 1.4155
H29 0.0505 -2.7610 -1.2004
H30 1.0590 -4.1522 -0.7467
H31 1.7919 -2.5455 -0.9485
H32 -1.5732 -3.3920 2.2853
H33 -0.2115 -4.3593 2.8786
H34 -0.8912 -4.6819 1.2699
H35 -4.6062 -3.0484 -2.4341
H36 -5.3637 -1.4428 -2.4907
H37 -6.1447 -2.7617 -1.5889
H38 -4.6506 0.6529 -0.1015
H39 -4.8796 -0.1439 1.4700
H40 -6.1165 -0.2995 0.2072
H41 -5.2641 -3.7632 0.8098
H42 -4.3840 -2.7885 2.0050
H43 -3.4936 -3.8784 0.9130
Br1 -2.2500 3.2861 -2.5590
C17 -2.6246 3.1948 -0.7064
C18 -3.4958 4.0909 -0.0918
C19 -3.8051 3.9963 1.2668
Br2 -5.0291 5.2480 2.0292
C20 -3.2805 2.9451 2.0774
C21 -3.5942 2.7259 3.4354
C22 -3.2009 1.5613 4.0584
C23 -2.5287 0.5753 3.3314
N1 -2.2010 0.7848 2.0355
C24 -2.4686 1.9761 1.4295
C25 -2.0251 2.1239 0.0430
O3 -1.1851 1.3170 -0.4715
H44 -3.9357 4.8759 -0.6870
H45 -4.1590 3.4884 3.9641
H46 -3.4205 1.3752 5.1068
H47 -2.2155 -0.3751 3.7607

Values from the calculation:
- HOMO energy (spin up / spin down) (eV) = -9.295 / -9.324
- net charge = +1
- Kohn-Sham gap (spin up / spin down) (eV) = 5.290 / 6.497
- 2S+1 = 5
- E_LUMO (spin up / spin down) (eV) = -4.00 / -2.83

# 2
The following is a DFT calculation (wB97M-V/def2-TZVPD) of C25H47Cl10InNO4S as an isolated structure in a non-equilibrium geometry.

Element x y z (Å)
C1 5.2354 0.4739 -0.6774
O1 4.6588 1.7447 -0.1602
C2 3.6304 2.1444 -1.1673
C3 2.2118 2.5667 -0.3988
C4 1.0061 2.5492 -1.5098
C5 -0.0596 3.7881 -1.3871
C6 -1.6390 3.3654 -1.4881
C7 -2.0053 2.3041 -2.6817
C8 -3.3637 1.4817 -2.1561
C9 -3.1540 -0.1170 -2.4527
In1 -1.8099 -1.1299 -0.8881
O2 -2.8606 -2.8914 -0.2848
C10 -1.3250 0.2030 0.8768
S1 -2.8271 0.2562 2.0549
O3 -2.4797 1.1526 3.3052
O4 -3.2022 -1.2058 2.5147
C11 0.0741 -1.9361 -1.9638
C12 0.8960 -3.0342 -1.1468
C13 2.2147 -3.7164 -1.8210
C14 2.4629 -3.1113 -3.3152
C15 1.4835 -1.9696 -3.8744
N1 0.2755 -1.3151 -3.2965
H1 4.4038 -0.3809 -0.6896
H2 6.1279 0.1651 0.0223
H3 5.6361 0.5834 -1.7853
H4 4.0403 3.0383 -1.8412
H5 3.4596 1.2232 -1.8873
H6 2.0604 1.7994 0.4716
H7 2.3183 3.6526 0.0314
H8 1.5331 2.6698 -2.5740
H9 0.5089 1.4826 -1.5162
H10 0.1597 4.6235 -2.1765
H11 0.0927 4.2527 -0.3007
H12 -1.9932 3.0190 -0.4080
H13 -2.2748 4.3501 -1.7145
H14 -2.2950 2.8695 -3.6800
H15 -1.1565 1.5481 -2.9587
H16 -4.2560 1.8688 -2.8079
H17 -3.5557 1.6107 -1.0053
H18 -4.2184 -0.6245 -2.3954
H19 -2.7256 -0.3643 -3.5267
H20 -2.2764 -3.3906 0.3817
H21 -0.3965 -0.1939 1.5135
H22 -1.0296 1.3215 0.5882
H23 -3.9570 0.7910 1.3797
H24 0.5563 -3.3525 -0.0679
H25 2.8871 -4.5313 -1.3173
H26 3.3562 -3.5103 -3.9734
H27 1.7646 -1.5578 -4.9619
Cl1 -7.3880 -1.2639 -2.3914
C16 -7.1726 -1.2674 -0.6229
C17 -7.2467 0.1319 -0.0326
Cl2 -5.8499 1.1334 -0.4999
H28 -6.2168 -1.7500 -0.3978
H29 -7.9732 -1.8879 -0.2086
H30 -7.2434 0.0752 1.0598
H31 -8.1575 0.6536 -0.3441
Cl3 9.2059 0.4534 1.0957
C18 8.6195 -0.7643 2.2563
C19 8.9008 -2.1841 1.7902
Cl4 7.9227 -2.6317 0.3706
H32 7.5500 -0.5961 2.4143
H33 9.1373 -0.5746 3.2015
H34 8.6481 -2.8929 2.5841
H35 9.9558 -2.3227 1.5326
Cl5 -10.0437 2.5943 1.8605
C20 -10.6997 1.3050 2.9002
C21 -9.7018 0.1782 3.1166
Cl6 -9.4122 -0.7581 1.6294
H36 -11.6266 0.9412 2.4468
H37 -10.9491 1.7691 3.8593
H38 -10.0889 -0.5233 3.8613
H39 -8.7378 0.5559 3.4728
Cl7 0.5675 -5.3805 1.6968
C22 1.3054 -7.0009 1.6381
C23 2.7088 -6.9721 1.0536
Cl8 2.7050 -6.5844 -0.6848
H40 0.6428 -7.6557 1.0642
H41 1.3398 -7.3696 2.6679
H42 3.1748 -7.9564 1.1567
H43 3.3432 -6.2395 1.5631
Cl9 4.9011 6.8866 1.0137
C24 5.9256 5.7030 1.8640
C25 5.4565 4.2737 1.6429
Cl10 3.8987 3.9463 2.4420
H44 5.9366 5.9641 2.9265
H45 6.9403 5.8253 1.4730
H46 6.1824 3.5742 2.0675
H47 5.3459 4.0455 0.5778

Values from the calculation:
- HOMO energy (eV) = -5.079
- net charge = -1
- Kohn-Sham gap (eV) = 6.916
- E_LUMO (eV) = 1.84